DFT (wB97M-V/def2-TZVPD) results for a molecular structure, C14H42BeNO17 at a distorted geometry.

Positions of all 75 atoms, in Å:
O1 -3.95 -0.57 1.28
O2 0.90 2.71 4.07
O3 -2.53 4.64 -0.32
O4 -1.30 -1.43 2.18
O5 -1.95 -0.25 -0.50
O6 2.03 1.10 -1.72
O7 2.36 -4.27 0.14
O8 -1.32 1.66 -1.17
O9 -1.71 -5.20 -0.66
O10 3.76 -1.84 0.95
O11 3.43 1.66 2.63
O12 0.64 -1.79 -3.22
O13 -0.44 0.04 -5.50
O14 0.31 3.92 -0.37
O15 3.09 3.03 0.13
O16 -0.11 0.55 0.10
O17 -3.70 -2.24 -1.59
N1 -1.13 0.66 -0.52
C1 1.69 -3.09 0.65
C2 3.35 1.16 -1.36
C3 3.79 2.56 -1.03
C4 -1.98 -3.91 -1.18
C5 1.01 1.74 3.05
C6 2.56 -1.86 0.18
C7 -3.73 -1.18 2.50
C8 -2.30 -0.97 3.01
C9 -1.16 -0.97 -4.72
C10 -3.42 -3.51 -1.05
C11 -1.59 4.96 0.68
C12 -0.57 -1.10 -3.26
C13 2.31 0.88 3.09
C14 -0.45 3.97 0.78
Be1 -1.20 3.86 -2.51
H1 0.72 -2.98 0.17
H2 2.78 -1.99 -0.89
H3 3.44 3.20 -1.84
H4 3.52 0.65 -0.41
H5 1.35 -1.22 -3.53
H6 -3.06 -1.60 -1.25
H7 -4.42 -0.81 3.26
H8 -0.14 -0.18 -2.88
H9 2.44 0.45 4.08
H10 -2.05 0.09 3.16
H11 -2.27 -1.38 4.02
H12 3.93 0.74 -2.18
H13 4.27 -2.62 0.71
H14 1.61 -3.06 1.73
H15 -4.06 -4.35 -1.33
H16 -1.23 -0.72 1.54
H17 -3.98 -2.24 2.54
H18 0.74 2.14 2.08
H19 1.09 3.41 -0.17
H20 -1.33 -3.21 -0.67
H21 2.48 -4.86 0.89
H22 2.21 0.01 2.45
H23 -3.18 -0.68 0.72
H24 1.17 2.33 4.91
H25 4.85 2.70 -0.82
H26 2.01 -0.93 0.26
H27 0.19 4.25 1.61
H28 1.47 0.83 -0.98
H29 -3.60 -3.41 0.02
H30 -1.20 5.97 0.55
H31 -0.78 0.00 -6.40
H32 -1.21 -1.90 -5.29
H33 0.20 1.03 3.22
H34 -0.85 -5.51 -0.93
H35 4.24 1.25 2.96
H36 -2.18 -0.67 -4.46
H37 -2.02 5.14 1.66
H38 -0.90 3.01 1.00
H39 3.33 2.48 0.89
H40 -1.78 -3.93 -2.25
H41 -1.27 -1.64 -2.62
H42 -3.23 5.29 -0.25

Computed properties:
spin multiplicity = 2
electronic energy = -1906.03331 hartree
energy relative to the best compared isomer or geometry (same formula, charge and spin) = 140.20 kJ/mol
Kohn-Sham gap (spin up / spin down) = 2.503 / 2.418 eV
LUMO energy (spin up / spin down) = -11.615 / -11.684 eV
net charge = +2
M = 505.492 g mol⁻¹


DFT (wB97M-V/def2-TZVPD) results for a molecular structure, C14H42O20PV at a distorted geometry.

Positions of all 78 atoms, in Å:
V1 -0.43 0.24 -0.42
P1 -2.82 -0.64 0.30
O1 -2.66 -2.15 -0.10
O2 -1.54 -3.92 1.51
O3 -1.58 -0.21 1.26
O4 -2.58 -4.04 -1.96
O5 -3.24 2.39 -1.66
O6 2.88 -1.41 1.97
O7 -0.46 1.84 -0.35
O8 0.63 0.44 -2.41
O9 2.34 -0.22 -4.39
O10 -4.22 -0.20 0.86
O11 -0.51 -1.93 -1.73
O12 0.91 -0.22 0.42
O13 5.48 -0.66 0.95
O14 1.35 5.77 1.23
O15 -1.20 -0.66 4.12
O16 -0.62 1.76 2.62
O17 -4.02 0.14 -3.22
O18 0.58 -5.56 0.56
O19 1.87 2.54 1.28
O20 -2.44 0.11 -1.05
C1 -4.68 1.39 -3.25
C2 1.97 1.09 -4.31
C3 4.67 0.16 1.72
C4 0.80 -4.16 0.68
C5 3.74 -0.56 2.64
C6 -0.19 -3.63 1.69
C7 0.75 1.42 -3.43
C8 1.39 4.84 2.36
C9 -1.46 -3.87 -2.81
C10 -0.86 -2.41 -2.92
C11 -0.65 1.74 4.00
C12 -3.76 2.57 -3.00
C13 -0.23 0.31 4.47
C14 2.28 3.52 2.23
H1 -1.30 -2.07 -1.19
H2 3.28 -0.24 -4.21
H3 -0.65 -4.54 -2.49
H4 4.13 0.92 1.16
H5 -1.84 -4.16 -3.79
H6 2.88 1.60 -4.00
H7 4.37 -0.86 3.48
H8 -5.40 1.32 -2.44
H9 0.06 -4.08 2.65
H10 0.70 2.35 -2.87
H11 -0.01 2.43 4.55
H12 -1.88 -3.24 0.92
H13 1.56 5.27 3.34
H14 -4.32 3.51 -3.02
H15 5.25 0.87 2.32
H16 -1.70 -1.77 -3.19
H17 2.22 6.15 1.06
H18 3.23 3.85 1.81
H19 3.14 0.24 3.07
H20 -2.57 -3.35 -1.29
H21 0.38 4.42 2.35
H22 -1.68 1.91 4.31
H23 -0.16 -2.31 -3.75
H24 -5.05 1.61 -4.25
H25 -2.99 1.48 -1.47
H26 1.03 -0.31 -2.86
H27 -0.98 -0.79 3.19
H28 2.16 -0.97 1.51
H29 0.73 -0.02 4.08
H30 0.99 2.35 1.61
H31 -0.30 -5.72 0.23
H32 -0.11 0.44 5.55
H33 4.96 -1.44 0.73
H34 1.67 1.45 -5.29
H35 -0.19 -2.54 1.75
H36 -1.19 1.09 2.25
H37 1.00 -3.75 -0.31
H38 -0.19 1.34 -3.96
H39 -3.83 -0.06 -2.31
H40 -2.83 2.54 -3.58
H41 2.20 3.24 3.28
H42 1.75 -3.99 1.19

Computed properties:
spin multiplicity = 2
electronic energy = -3348.78931 hartree
Kohn-Sham gap (spin up / spin down) = 8.923 / 5.072 eV
LUMO energy (spin up / spin down) = 1.990 / -1.854 eV
net charge = -1
M = 612.388 g mol⁻¹